1.
C6H10NO4 | the ωB97M-V functional and the def2-TZVPD basis

Properties
ΔE to the lowest compared entry with this formula, charge and spin ... 27.5 kcal/mol
Net charge ... +1
Gap between HOMO and LUMO ... 10.20 eV
Multiplicity ... 1

Atoms and positions in Å:
1 C 0.967 0.346 -0.071
2 C 1.515 0.170 -1.215
3 C 0.686 -0.322 -2.390
4 C 0.666 -0.099 2.291
5 C 2.087 -0.523 2.321
6 C -0.173 -2.127 -3.595
7 N 0.467 0.653 1.020
8 O 0.379 0.446 -3.243
9 O 2.806 -0.312 1.402
10 O -1.041 2.810 1.360
11 O 0.562 -1.580 -2.418
12 H 2.434 0.699 -1.397
13 H 0.084 -1.085 2.269
14 H 0.179 0.604 2.927
15 H 2.326 -1.239 3.102
16 H -1.108 -2.697 -3.342
17 H 0.538 -2.488 -4.250
18 H -0.567 -1.185 -4.190
19 H -0.147 1.564 1.136
20 H -1.241 2.987 2.298
21 H -0.946 3.754 0.948

2.
C58H130F30N3P7 | the ωB97M-V functional and the def2-TZVPD basis

Properties
ΔE to the lowest compared entry with this formula, charge and spin ... 0.0 kcal/mol
Gap between HOMO and LUMO ... 9.31 eV
Multiplicity ... 1

Atoms and positions in Å:
1 C -3.645 5.972 -6.737
2 C -3.956 5.656 -5.282
3 C -2.561 5.163 -4.566
4 C -2.506 5.250 -3.008
5 P -0.917 4.587 -2.293
6 C 0.447 5.672 -2.891
7 C 1.019 5.132 -4.169
8 C 2.272 5.962 -4.630
9 C 1.733 7.269 -5.145
10 C -0.517 2.792 -2.648
11 C 0.889 2.241 -2.233
12 C 1.245 0.967 -2.988
13 C 2.420 0.283 -2.246
14 C -0.942 4.792 -0.562
15 C -1.475 6.161 -0.075
16 C -1.541 6.188 1.450
17 C -2.564 7.230 1.986
18 H -3.559 5.044 -7.302
19 H -2.703 6.471 -6.965
20 H -4.432 6.556 -7.214
21 H -4.781 4.946 -5.220
22 H -4.198 6.644 -4.891
23 H -1.766 5.834 -4.893
24 H -2.284 4.227 -5.051
25 H -3.344 4.701 -2.579
26 H -2.553 6.317 -2.791
27 H 1.205 5.532 -2.120
28 H 0.036 6.681 -2.894
29 H 0.360 4.729 -4.937
30 H 1.481 4.155 -4.031
31 H 2.689 5.410 -5.472
32 H 3.033 6.048 -3.854
33 H 2.343 7.648 -5.965
34 H 1.459 7.951 -4.339
35 H 0.822 7.047 -5.700
36 H -0.566 2.751 -3.736
37 H -1.315 2.171 -2.240
38 H 0.875 1.894 -1.200
39 H 1.691 2.977 -2.288
40 H 1.373 1.173 -4.051
41 H 0.469 0.202 -2.988
42 H 2.159 -0.135 -1.274
43 H 3.085 1.094 -1.948
44 H 2.850 -0.574 -2.764
45 H 0.058 4.636 -0.158
46 H -1.498 3.896 -0.287
47 H -2.466 6.207 -0.527
48 H -0.899 7.029 -0.397
49 H -0.534 6.341 1.837
50 H -1.755 5.182 1.810
51 H -2.174 8.221 1.753
52 H -2.557 7.069 3.064
53 H -3.549 6.971 1.599
54 C -1.075 -4.601 -9.438
55 C -2.202 -4.758 -8.455
56 C -2.232 -3.700 -7.321
57 C -3.194 -4.129 -6.161
58 P -2.985 -3.205 -4.684
59 C -3.900 -4.055 -3.323
60 C -3.388 -5.460 -2.832
61 C -4.362 -6.222 -1.876
62 C -3.657 -7.360 -1.168
63 C -1.222 -3.284 -4.307
64 C -1.114 -2.698 -2.907
65 C 0.319 -2.872 -2.321
66 C 0.799 -4.175 -1.696
67 C -3.524 -1.447 -4.946
68 C -4.968 -1.257 -5.362
69 C -5.202 0.233 -5.773
70 C -4.641 0.629 -7.157
71 H -1.004 -5.440 -10.131
72 H -0.114 -4.451 -8.946
73 H -1.319 -3.704 -10.007
74 H -2.175 -5.754 -8.013
75 H -3.163 -4.883 -8.954
76 H -2.557 -2.775 -7.798
77 H -1.223 -3.459 -6.986
78 H -2.927 -5.112 -5.773
79 H -4.269 -4.098 -6.337
80 H -4.960 -3.952 -3.554
81 H -3.799 -3.526 -2.375
82 H -2.428 -5.392 -2.320
83 H -3.291 -6.184 -3.642
84 H -5.252 -6.423 -2.472
85 H -4.879 -5.557 -1.185
86 H -2.772 -6.945 -0.685
87 H -3.392 -8.155 -1.865
88 H -4.326 -7.799 -0.427
89 H -0.696 -2.735 -5.088
90 H -0.888 -4.320 -4.373
91 H -1.734 -3.284 -2.229
92 H -1.452 -1.663 -2.846
93 H 0.492 -2.090 -1.582
94 H 1.032 -2.496 -3.054
95 H 1.225 -4.873 -2.417
96 H 0.108 -4.585 -0.960
97 H 1.712 -3.731 -1.299
98 H -2.737 -1.018 -5.567
99 H -3.353 -1.081 -3.933
100 H -5.678 -1.616 -4.617
101 H -5.260 -1.898 -6.193
102 H -4.884 0.960 -5.025
103 H -6.276 0.417 -5.760
104 H -3.568 0.813 -7.108
105 H -5.189 1.503 -7.508
106 H -4.926 -0.217 -7.783
107 C -7.930 -3.508 0.114
108 C -6.442 -3.873 0.411
109 C -5.700 -3.233 1.638
110 C -6.493 -3.299 2.927
111 N -5.788 -2.457 4.071
112 C -4.333 -3.054 4.157
113 C -3.924 -2.669 5.547
114 C -5.127 -2.528 6.427
115 C -6.332 -2.701 5.418
116 C -5.788 -0.990 3.769
117 H -8.204 -3.973 -0.833
118 H -8.159 -2.445 0.045
119 H -8.596 -3.912 0.876
120 H -5.823 -3.702 -0.470
121 H -6.312 -4.952 0.497
122 H -5.606 -2.156 1.505
123 H -4.723 -3.715 1.601
124 H -6.620 -4.365 3.117
125 H -7.464 -2.811 2.837
126 H -3.687 -2.713 3.348
127 H -4.425 -4.136 4.066
128 H -3.469 -1.679 5.542
129 H -3.130 -3.211 6.063
130 H -5.230 -1.673 7.095
131 H -5.026 -3.320 7.169
132 H -7.183 -2.063 5.657
133 H -6.749 -3.691 5.609
134 H -5.259 -0.565 4.621
135 H -6.793 -0.572 3.708
136 H -5.188 -0.678 2.914
137 C 10.305 -0.648 6.295
138 C 8.994 -0.066 5.670
139 C 9.034 1.514 5.646
140 C 7.585 2.079 5.584
141 N 7.500 3.709 5.597
142 C 8.046 4.361 4.309
143 C 6.884 5.127 3.684
144 C 6.027 5.484 4.900
145 C 6.074 4.271 5.784
146 C 8.318 4.284 6.792
147 H 10.263 -0.613 7.384
148 H 11.207 -0.109 6.007
149 H 10.366 -1.736 6.255
150 H 8.158 -0.488 6.227
151 H 9.023 -0.200 4.589
152 H 9.672 1.863 4.835
153 H 9.534 1.739 6.589
154 H 6.915 1.780 6.389
155 H 7.035 1.781 4.692
156 H 8.789 5.110 4.584
157 H 8.576 3.601 3.736
158 H 7.008 5.943 2.972
159 H 6.471 4.336 3.058
160 H 6.278 6.399 5.436
161 H 5.007 5.646 4.550
162 H 5.821 4.635 6.780
163 H 5.551 3.393 5.403
164 H 8.092 3.526 7.542
165 H 7.992 5.292 7.050
166 H 9.390 4.127 6.677
167 C 5.370 -0.657 2.517
168 C 3.935 -0.591 1.881
169 C 2.943 -0.671 3.123
170 N 1.515 -1.077 2.685
171 C 0.881 -0.109 1.625
172 C 0.497 -1.279 3.872
173 C -0.534 -2.384 3.572
174 C 0.001 -2.990 2.315
175 C 1.440 -2.551 2.193
176 H 6.106 -0.374 1.763
177 H 5.650 -1.555 3.068
178 H 5.460 0.039 3.350
179 H 3.870 -1.513 1.304
180 H 3.666 0.210 1.192
181 H 2.988 0.366 3.456
182 H 3.173 -1.361 3.934
183 H 1.326 -0.386 0.669
184 H 1.112 0.924 1.883
185 H -0.183 -0.341 1.587
186 H 0.108 -0.325 4.225
187 H 1.143 -1.695 4.645
188 H -1.511 -1.961 3.335
189 H -0.668 -3.057 4.419
190 H -0.510 -2.625 1.425
191 H -0.037 -4.077 2.376
192 H 1.949 -2.534 1.229
193 H 2.144 -3.078 2.838
194 P 3.579 4.356 0.702
195 F 2.534 3.849 1.901
196 F 3.816 5.704 1.669
197 F 4.869 3.713 1.415
198 F 4.616 4.816 -0.484
199 F 3.383 2.926 -0.011
200 F 2.342 5.042 -0.077
201 P -1.485 -6.553 2.884
202 F -2.279 -5.150 3.234
203 F -0.027 -6.181 3.396
204 F -1.816 -7.188 4.347
205 F -0.811 -8.063 2.830
206 F -2.871 -7.279 2.337
207 F -1.101 -6.163 1.301
208 P 5.246 -3.454 -1.582
209 F 6.321 -3.394 -0.397
210 F 4.154 -3.849 -0.352
211 F 4.758 -1.923 -1.187
212 F 4.043 -3.536 -2.638
213 F 6.511 -3.172 -2.553
214 F 5.562 -5.007 -1.813
215 P -3.004 -0.125 -0.337
216 F -4.167 -1.146 -0.772
217 F -2.481 0.089 -1.820
218 F -3.952 1.123 -0.472
219 F -1.846 0.968 0.157
220 F -3.451 -0.289 1.279
221 F -1.898 -1.307 -0.079
222 P 3.846 0.690 6.678
223 F 2.358 1.290 6.621
224 F 4.351 1.306 5.231
225 F 4.312 2.064 7.272
226 F 5.459 0.108 6.705
227 F 3.621 0.074 8.218
228 F 3.274 -0.663 6.045

The highest ΔE to the lowest compared entry with this formula, charge and spin belongs to which entry?
C6H10NO4

The highest ΔE to the lowest compared entry with this formula, charge and spin belongs to which entry?
C6H10NO4